The following is a quantum chemistry calculation of 2 unconnected molecules or ions with the total composition C33H33N2OS, from OMol25.

```
70
C33H33N2OS | OMol25 | wB97M-V/def2-TZVPD
C -6.3334 -2.7524 3.3318
C -5.3331 -1.6366 3.2295
C -5.6705 -0.2772 3.2522
C -4.7162 0.7250 3.1400
C -3.3389 0.3699 2.9684
C -2.2733 1.3243 2.8011
C -0.9612 1.0520 3.2900
C -0.6978 0.0693 4.2931
C 0.6006 -0.3288 4.5403
C 1.6494 0.3959 3.9757
O 2.9464 0.1163 4.3743
C 3.6183 -0.9871 3.8519
C 4.8865 -0.7232 3.3067
C 5.5321 -1.7272 2.5680
C 4.9587 -2.9972 2.4630
C 3.7372 -3.2656 3.0884
C 3.0296 -2.2620 3.7864
C 1.4199 1.4826 3.1113
C 0.1297 1.8093 2.7697
C -3.0274 -1.0251 2.8790
C -3.9857 -1.9766 3.0588
H -5.8726 -3.6131 3.8278
H -7.2234 -2.4724 3.8998
H -6.6843 -3.1191 2.3575
H -6.7344 -0.0301 3.3647
H -4.9764 1.7934 3.2145
H -2.3270 2.0740 1.9485
H -1.5172 -0.3709 4.8821
H 0.8392 -1.1507 5.2120
H 5.3184 0.2743 3.4334
H 6.4928 -1.4988 2.0954
H 5.4758 -3.7806 1.8869
H 3.3114 -4.2688 3.0525
H 2.0723 -2.4777 4.2714
H 2.2437 2.0816 2.7354
H -0.0646 2.6662 2.1198
H -2.0013 -1.3569 2.6280
H -3.7219 -3.0340 3.0519
C -3.0202 2.4903 -0.0686
C -4.0190 3.2635 0.7865
C -4.7340 4.2314 -0.1507
C -3.4088 4.0631 1.9562
C -4.3180 5.1243 2.5187
C -3.5861 5.9631 3.5273
N -2.8835 5.0658 4.4754
C -2.2180 5.5383 5.6021
C -1.5398 4.5141 6.2761
C -0.7944 4.8596 7.4116
C -0.7907 6.2019 7.8371
C -1.5000 7.2049 7.1516
C -2.2041 6.8776 5.9857
S -1.8120 2.9685 5.4813
C -2.6704 3.7499 4.1864
N -3.0481 3.1769 3.0721
H -2.1889 3.1436 -0.3681
H -2.6126 1.5652 0.3688
H -3.5600 2.1781 -0.9804
H -4.7404 2.5673 1.2434
H -4.0391 5.0249 -0.4660
H -5.0578 3.7123 -1.0578
H -5.6061 4.7071 0.3035
H -2.5175 4.5753 1.5406
H -4.6492 5.8055 1.7393
H -5.1862 4.6341 2.9790
H -2.8347 6.6129 3.0422
H -4.2949 6.5861 4.0873
H -0.2578 4.0822 7.9316
H -0.2258 6.4653 8.7250
H -1.5043 8.2243 7.5199
H -2.7299 7.6508 5.3954
```

Values from the calculation:
Net charge = +1
Orbital gap = 7.247 eV

Let us look at the natural (NBO) charges, expressed in e, one per atom: number 1, C, carries -0.64; number 2, C, carries 0.03; number 3, C, carries -0.21; number 4, C, carries -0.19; number 5, C, carries -0.09; number 6, C, carries 0.04; number 7, C, carries -0.12; number 8, C, carries -0.13; number 9, C, carries -0.31; number 10, C, carries 0.46; number 11, O, carries -0.52; number 12, C, carries 0.28; number 13, C, carries -0.25; number 14, C, carries -0.18; number 15, C, carries -0.23; number 16, C, carries -0.18; number 17, C, carries -0.29; number 18, C, carries -0.28; number 19, C, carries -0.14; number 20, C, carries -0.20; number 21, C, carries -0.21; number 22, H, carries 0.23; number 23, H, carries 0.23; number 24, H, carries 0.24; number 25, H, carries 0.22; number 26, H, carries 0.23; number 27, H, carries 0.28; number 28, H, carries 0.24; number 29, H, carries 0.24; number 30, H, carries 0.23; number 31, H, carries 0.23; number 32, H, carries 0.23; number 33, H, carries 0.22; number 34, H, carries 0.22; number 35, H, carries 0.24; number 36, H, carries 0.22; number 37, H, carries 0.23; number 38, H, carries 0.22; number 39, C, carries -0.62; number 40, C, carries -0.23; number 41, C, carries -0.61; number 42, C, carries -0.06; number 43, C, carries -0.42; number 44, C, carries -0.21; number 45, N, carries -0.40; number 46, C, carries 0.22; number 47, C, carries -0.24; number 48, C, carries -0.18; number 49, C, carries -0.21; number 50, C, carries -0.18; number 51, C, carries -0.27; number 52, S, carries 0.43; number 53, C, carries 0.33; number 54, N, carries -0.51; number 55, H, carries 0.21; number 56, H, carries 0.22; number 57, H, carries 0.23; number 58, H, carries 0.22; number 59, H, carries 0.21; number 60, H, carries 0.23; number 61, H, carries 0.21; number 62, H, carries 0.19; number 63, H, carries 0.24; number 64, H, carries 0.22; number 65, H, carries 0.21; number 66, H, carries 0.23; number 67, H, carries 0.23; number 68, H, carries 0.23; number 69, H, carries 0.23; number 70, H, carries 0.23